Entry 1:
Here is C53H50MoN5O2P2SSbSe5 as an isolated structure from OMol25. Energies are from ωB97M-V/def2-TZVPD.

Output
Orbital gap = 5.7729 eV
Total charge = 0
E = -15870.51036 Ha
Multiplicity = 1

Structure (XYZ):
```
120
Properties=species:S:1:pos:R:3:forces:R:3
Mo 0.92044 -1.09904 0.40472 0.4 -0.7 -0.3
C -1.38827 3.68492 6.96063 0.0 0.0 0.0
C -1.00588 2.49036 6.13188 0.0 0.0 0.0
C -0.50605 1.33818 6.73472 0.0 0.0 0.0
C -0.17667 0.22424 5.97966 0.0 -0.1 0.0
C -0.34413 0.25735 4.60249 0.0 0.0 0.0
C -0.85241 1.38785 3.98488 0.0 0.0 -0.1
C -1.17235 2.49693 4.74952 0.0 0.0 0.0
S 0.03752 -1.18719 3.64258 -0.1 0.0 0.0
O -1.16060 -1.52940 2.92540 0.1 -0.1 0.1
O 0.60048 -2.13932 4.55588 0.1 0.0 0.0
N 1.14592 -0.75730 2.50712 -0.1 0.1 -0.1
C 2.44398 -0.46636 2.95554 0.1 0.0 0.1
C 2.83239 -0.16602 4.24510 0.0 -0.1 -0.1
C 4.17286 0.11858 4.56786 0.0 0.0 0.0
C 5.15665 0.10061 3.62494 0.0 0.0 0.0
C 4.80985 -0.20121 2.29038 0.0 0.0 0.0
C 5.76546 -0.27178 1.25522 0.0 0.0 0.0
C 5.37351 -0.57580 -0.01564 0.0 0.0 0.0
C 4.00944 -0.78820 -0.26483 0.1 0.0 0.0
N 3.09340 -0.72348 0.67642 -0.4 0.0 -0.1
C 3.46345 -0.46166 1.96132 0.1 0.0 0.1
H -0.71409 3.80951 7.80841 0.0 0.0 0.0
H -2.39923 3.57106 7.35947 0.0 0.0 0.0
H -1.36854 4.59982 6.36845 0.0 0.0 0.0
H -0.37673 1.30930 7.81092 0.0 0.0 0.0
H 0.19670 -0.67811 6.44839 0.0 0.0 0.0
H -0.99069 1.40597 2.91325 0.0 0.0 0.0
H -1.56866 3.38000 4.25990 0.0 0.0 0.0
H 2.12088 -0.16450 5.04820 -0.1 0.0 0.1
H 4.41267 0.34054 5.60018 0.0 0.0 0.0
H 6.19156 0.29660 3.87559 0.0 0.0 0.0
H 6.80811 -0.09307 1.49187 0.0 0.0 0.0
H 6.07699 -0.66083 -0.83214 0.0 0.0 0.0
H 3.67201 -1.02430 -1.26104 0.0 0.0 -0.1
C -2.01901 -0.32067 -1.53461 0.1 -0.1 0.1
N -1.78494 -1.30122 -2.56780 -0.1 0.4 -0.2
C -0.43965 -1.65417 -2.99750 -0.1 -0.1 0.2
P 0.94805 -0.81662 -2.14089 0.1 0.1 0.1
C 0.97058 0.87204 -2.85285 -0.2 0.1 0.1
C 0.10231 1.25808 -3.87246 0.0 0.0 0.0
C 0.28256 2.46796 -4.53229 0.0 0.0 0.0
C 1.32648 3.30809 -4.17341 0.0 0.1 0.0
C 2.17573 2.94720 -3.13388 0.0 0.0 0.0
C 1.99702 1.73887 -2.47843 0.0 0.0 0.0
C 2.28725 -1.54924 -3.17729 -0.1 0.0 -0.1
C 2.83481 -0.83850 -4.24969 0.1 0.1 0.0
C 3.77051 -1.42892 -5.08499 0.0 0.0 0.0
C 4.16223 -2.74420 -4.87941 0.0 0.0 0.0
C 3.61182 -3.46448 -3.83228 -0.1 0.0 0.1
C 2.68554 -2.86990 -2.98611 0.1 0.0 -0.1
C -2.78141 -1.52157 -3.54818 0.1 -0.1 0.0
C -3.64211 -0.51532 -3.98451 0.0 0.0 0.1
C -4.60081 -0.78681 -4.95244 0.0 0.0 0.0
C -4.69600 -2.05054 -5.51208 0.0 0.0 0.0
C -3.82885 -3.05147 -5.08952 0.0 0.0 0.0
C -2.88470 -2.79580 -4.11089 0.1 0.0 0.0
P -1.65075 -0.99690 0.17013 0.2 0.0 0.0
C -2.63979 -2.52599 0.15054 0.0 -0.1 0.0
C -3.83013 -2.52488 -0.58285 0.0 0.0 0.0
C -4.63256 -3.65047 -0.62695 0.0 0.0 0.0
C -4.26506 -4.78877 0.07652 0.0 0.0 0.0
C -3.10005 -4.79289 0.82158 0.1 0.0 0.0
C -2.28391 -3.66832 0.85808 -0.2 0.1 -0.1
C -2.71340 0.11092 1.16768 0.0 0.1 0.0
C -3.58168 -0.40414 2.12722 -0.1 0.0 0.0
C -4.39927 0.44441 2.85892 0.0 -0.1 0.0
C -4.36849 1.81426 2.63931 0.0 0.1 0.0
C -3.51081 2.33535 1.68197 0.0 0.0 0.0
C -2.68756 1.48620 0.95606 -0.1 -0.1 0.1
H -3.05809 -0.00548 -1.56622 0.0 0.0 0.0
H -1.41485 0.58939 -1.63730 0.0 0.1 -0.1
H -0.31351 -1.47064 -4.06997 0.0 0.0 0.0
H -0.23339 -2.71982 -2.83760 0.0 -0.1 0.0
H -0.70482 0.60673 -4.18672 0.0 0.0 0.0
H -0.38661 2.74138 -5.33907 0.0 0.0 0.0
H 1.47885 4.24334 -4.69834 0.0 0.0 0.0
H 2.99048 3.60171 -2.84570 0.0 0.0 0.0
H 2.67858 1.45160 -1.68639 0.0 0.0 0.0
H 2.54283 0.18411 -4.44720 0.0 -0.1 0.0
H 4.18536 -0.85677 -5.90599 0.0 0.0 0.0
H 4.88631 -3.20627 -5.53927 0.0 0.0 0.0
H 3.87793 -4.49783 -3.65042 0.0 0.0 0.0
H 2.28698 -3.47965 -2.19312 -0.1 -0.1 0.2
H -3.56752 0.48354 -3.57064 0.0 0.0 0.0
H -5.26895 0.00206 -5.27708 0.0 0.0 0.0
H -5.44272 -2.25816 -6.26813 0.0 0.0 0.0
H -3.90204 -4.04698 -5.51026 0.0 0.0 0.0
H -2.23314 -3.58312 -3.74629 0.0 0.0 0.0
H -4.14631 -1.64639 -1.13052 0.0 -0.1 0.0
H -5.54124 -3.63759 -1.21701 0.0 0.0 0.0
H -4.88329 -5.67708 0.03391 0.0 0.0 0.0
H -2.79393 -5.67855 1.35774 0.0 -0.1 0.0
H -1.38436 -3.68959 1.44930 0.1 0.0 0.1
H -3.60580 -1.46918 2.31406 0.0 0.0 0.0
H -5.06262 0.02968 3.60779 0.0 0.0 0.0
H -5.00943 2.47155 3.21445 0.0 0.0 0.0
H -3.47680 3.40481 1.50610 0.0 0.0 0.0
H -1.99742 1.89872 0.24294 0.1 0.1 -0.1
C -0.83243 3.75407 -1.20679 0.0 0.0 0.0
N 0.30790 4.26913 -0.47963 0.1 0.0 0.1
C 0.70661 5.59055 -0.50094 0.0 0.1 0.0
C 1.77580 5.69585 0.31280 0.0 0.0 0.0
N 2.01908 4.43803 0.82328 0.0 0.0 -0.1
C 3.06932 4.09929 1.77039 0.0 0.0 0.0
C 1.10793 3.55974 0.34228 0.2 0.0 0.0
Se 1.04845 1.80889 0.96544 -0.3 0.2 0.1
H -0.81874 4.14730 -2.21778 0.0 0.0 -0.1
H -1.75918 4.03437 -0.70776 0.0 0.0 0.0
H -0.73919 2.67622 -1.25353 0.0 -0.1 0.0
H 0.19871 6.32746 -1.09885 0.0 0.0 0.0
H 2.38444 6.54431 0.57334 0.0 0.0 0.0
H 3.67232 4.98816 1.93766 0.0 0.0 0.0
H 3.68438 3.29733 1.36853 0.0 0.0 0.0
H 2.63000 3.75885 2.70591 0.0 0.0 0.0
Se 0.02884 -6.91303 1.60516 -0.1 0.0 0.1
Sb 0.95675 -6.23555 -0.45217 0.2 -0.8 -0.2
Se 1.01694 -3.27738 0.15545 -0.2 1.1 0.2
Se -0.37912 -5.73225 -2.35957 0.0 0.1 0.0
Se 3.32677 -6.16259 -0.66022 0.0 0.1 -0.1
```
Forces are in eV/Å.

Atom charges from the Mulliken analysis, given in e for atoms 1 to 5: Mo -1.208; C -1.626; C 0.986; C -0.877; C -0.495

***

Entry 2:
Here is C53H50N3O5P2RuS2 as an isolated structure from OMol25. Energies are from ωB97M-V/def2-TZVPD.

Output
<S²> = 0.76
Orbital gap (spin up / spin down) = 5.4386 / 6.2751 eV
Energy relative to the best compared isomer or geometry (same formula, charge and spin) = 369.5 kJ/mol
Total charge = 0
E = -4164.02030 Ha
Multiplicity = 2

Structure (XYZ):
```
116
Properties=species:S:1:pos:R:3:forces:R:3
Ru -0.35756 -1.41887 0.41736 0.1 -0.6 -0.5
O 0.02835 -3.15668 1.59062 0.2 0.0 0.3
S -1.95276 -0.97564 1.96393 0.0 0.6 0.2
C -3.55927 -1.05488 1.17433 0.0 -0.1 0.0
C -4.69228 -0.49731 1.75036 0.0 0.0 0.0
C -5.91207 -0.62252 1.10406 0.0 0.0 0.0
C -5.99423 -1.31216 -0.09967 0.0 0.0 0.0
C -4.85786 -1.88172 -0.65471 0.0 -0.1 0.0
C -3.62624 -1.77028 -0.01629 0.0 0.2 0.0
P -2.01944 -2.37774 -0.66851 -0.1 -0.2 -0.1
C -2.05986 -4.17478 -0.31787 -0.1 0.1 0.0
C -2.98340 -4.76044 0.53656 0.0 0.0 0.0
C -2.90150 -6.11470 0.84265 0.0 0.0 0.0
C -1.89580 -6.89182 0.29327 0.0 0.0 0.0
C -0.96456 -6.31083 -0.56064 0.0 0.0 0.0
C -1.04430 -4.96267 -0.85831 0.0 0.0 0.0
C -2.37024 -2.38599 -2.47625 0.0 0.0 0.0
C -2.05345 -1.24216 -3.20233 0.0 0.1 0.0
C -2.32467 -1.15584 -4.56025 0.0 0.0 0.0
C -2.91872 -2.22658 -5.21266 0.0 0.0 0.0
C -3.24549 -3.37272 -4.49968 0.0 0.0 0.0
C -2.97554 -3.45193 -3.14074 0.1 0.0 0.0
C -1.89989 0.76428 2.43593 0.0 0.0 0.0
C -1.83366 1.02409 3.79702 0.0 0.0 0.0
C -1.65013 2.31993 4.25305 0.0 0.0 0.0
C -1.53590 3.35973 3.34663 0.0 0.0 0.0
C -1.61047 3.10150 1.98733 0.0 0.0 -0.1
C -1.78207 1.80676 1.50338 0.0 -0.2 0.1
P -1.93126 1.46023 -0.30049 -0.1 0.3 -0.1
C -0.26029 1.85772 -0.97495 0.1 -0.3 0.0
C -0.12482 1.75766 -2.30468 0.0 0.1 0.0
C 1.17126 1.72442 -2.96950 0.0 0.0 0.0
C 2.29132 1.98931 -2.30587 0.0 0.0 0.0
C 2.21359 2.48954 -0.88767 0.1 0.0 0.0
C 0.97266 1.96632 -0.10153 0.0 0.0 -0.1
C -2.87457 2.98474 -0.76865 0.0 -0.1 0.0
C -4.23849 2.94418 -0.47003 0.0 0.0 0.0
C -5.06112 4.02194 -0.75099 0.0 0.0 0.0
C -4.53830 5.15772 -1.35777 0.0 0.0 0.0
C -3.19132 5.20038 -1.67996 0.0 0.0 0.0
C -2.36504 4.12094 -1.38742 0.0 0.0 0.0
H -4.61246 0.05183 2.68102 0.0 0.0 0.0
H -6.79814 -0.17459 1.53611 0.0 0.0 0.0
H -6.94506 -1.40483 -0.60852 0.0 0.0 0.0
H -4.92999 -2.40731 -1.59861 0.0 0.0 0.0
H -3.77079 -4.16334 0.98098 0.0 0.0 0.0
H -3.62530 -6.55734 1.51536 0.0 0.0 0.0
H -1.82816 -7.94499 0.53462 0.0 0.0 0.0
H -0.16729 -6.90984 -0.98269 0.0 0.0 0.0
H -0.29928 -4.51355 -1.50779 0.0 0.0 0.0
H -1.60760 -0.40449 -2.67587 0.0 -0.1 0.0
H -2.07511 -0.25559 -5.10895 0.0 0.0 0.0
H -3.12980 -2.16910 -6.27300 0.0 0.0 0.0
H -3.71141 -4.20954 -5.00456 0.0 0.0 0.0
H -3.22328 -4.35442 -2.59517 0.0 0.0 0.0
H -1.89045 0.19980 4.49584 0.0 0.0 0.0
H -1.57641 2.51070 5.31566 0.0 0.0 0.0
H -1.38044 4.37264 3.69476 0.0 0.0 0.0
H -1.54609 3.92391 1.28315 0.0 0.0 0.0
H -1.00749 1.62968 -2.92415 0.0 0.0 0.0
H 1.20670 1.44781 -4.01616 0.0 0.0 0.0
H 3.25366 1.94339 -2.80006 0.0 0.0 0.0
H 2.07498 3.57096 -0.95722 -0.1 0.0 0.0
H 0.79587 2.66338 0.72188 0.0 0.0 0.0
H -4.65701 2.05282 -0.01265 0.0 0.0 0.0
H -6.11457 3.97285 -0.50549 0.0 0.0 0.0
H -5.17967 6.00047 -1.58117 0.0 0.0 0.0
H -2.77590 6.07793 -2.16007 0.0 0.0 0.0
H -1.31520 4.17225 -1.64792 0.0 0.0 0.0
C 2.19901 -2.61616 -2.89819 0.0 0.0 0.0
C 3.21110 -3.36579 -2.30832 0.0 0.0 0.0
C 3.24735 -3.45681 -0.93588 0.1 0.0 0.0
C 2.27667 -2.82443 -0.14266 0.1 0.1 0.1
N 1.27663 -2.13419 -0.73322 0.0 -0.2 -0.2
C 1.27020 -2.02718 -2.07071 0.0 0.1 0.1
C 2.38072 -2.91845 1.32014 -0.1 0.0 0.0
C 3.64382 -2.87566 1.91885 0.0 0.0 0.0
C 3.80142 -3.04151 3.27784 0.0 0.0 0.0
C 2.66861 -3.28154 4.05898 0.0 0.0 0.0
C 1.41388 -3.32852 3.49866 0.0 0.0 0.0
C 1.22029 -3.12304 2.11528 0.0 0.1 -0.2
H 2.11508 -2.49970 -3.96966 0.0 0.0 0.0
H 3.95054 -3.87673 -2.91206 0.0 0.0 0.0
H 4.00737 -4.04201 -0.43862 0.0 0.0 0.0
H 0.47159 -1.42414 -2.47610 -0.1 0.0 0.0
H 4.51414 -2.68033 1.30016 0.0 0.0 0.0
H 4.77952 -2.96655 3.73304 0.0 0.0 0.0
H 2.77767 -3.41261 5.12949 0.0 0.0 0.0
H 0.53222 -3.49093 4.10573 0.0 0.0 0.0
C 6.46916 3.20919 0.67401 0.0 0.0 0.0
C 5.21269 2.86657 1.45960 0.1 0.0 -0.1
N 3.97843 3.11770 0.68189 0.0 0.1 -0.1
C 3.29285 4.40819 0.95407 0.1 -0.1 0.1
C 3.60310 5.50137 -0.06709 0.0 0.0 0.0
C 3.50457 2.23439 -0.13652 -0.1 -0.2 0.0
C 4.26611 0.98778 -0.46895 0.0 0.0 0.0
N 1.22045 0.61919 0.44676 0.0 0.3 0.3
H 7.34630 3.01122 1.28940 0.0 0.0 0.0
H 6.48607 4.26279 0.39378 0.0 0.0 0.0
H 6.55366 2.61238 -0.23314 0.0 0.0 0.0
H 5.14263 3.47583 2.35550 0.0 0.0 0.0
H 5.20495 1.83416 1.79751 -0.1 0.0 0.0
H 3.63865 4.71560 1.93556 0.0 0.0 0.0
H 2.23386 4.20471 1.07453 0.0 0.1 0.0
H 4.61583 5.40940 -0.45947 0.0 0.0 0.0
H 3.52461 6.47290 0.42000 0.0 0.0 0.0
H 2.91267 5.50854 -0.90902 0.0 -0.1 -0.1
H 4.70997 0.54897 0.41910 0.1 0.0 0.0
H 5.04948 1.20455 -1.19915 0.0 0.1 0.0
H 3.58124 0.26031 -0.89920 0.0 0.0 0.0
H 0.45445 0.44528 1.12052 0.0 0.2 0.2
O 2.39863 0.66420 1.24139 -0.1 -0.2 0.2
S 2.17936 1.11757 2.85809 -0.4 0.0 -0.1
O 1.79978 2.51806 2.77645 0.1 0.1 -0.1
O 1.11837 0.24259 3.29084 0.1 0.0 0.0
O 3.50939 0.87817 3.34235 0.1 0.0 0.0
```
Forces are in eV/Å.

Atom charges from the Mulliken analysis, given in e for atoms 1 to 5: Ru 1.557; O -0.621; S -0.466; C 0.302; C -0.593

***

Question: What is the total charge in the second record?
Answer: 0

***

Question: Among the records above, which one has the highest E?
Answer: C53H50N3O5P2RuS2

***

Question: multiplicity of number 2 (C53H50N3O5P2RuS2)?
Answer: 2

***

Question: Which value of E does entry 1 give?
Answer: -15870.51036 Ha